DFT (the ωB97M-V functional and the def2-TZVPD basis) results for a 3-piece molecular cluster, C5H12O2 overall in a non-equilibrium geometry.

Geometry as XYZ:
```
19
Properties=species:S:1:pos:R:3:forces:R:3
C -0.887 -2.924 0.628 0.2105 0.9439 -0.1598
C 0.049 -2.075 0.126 -0.6703 -1.0558 0.6547
C -0.317 -0.834 -0.512 -0.1679 -0.4553 -2.6412
C 0.462 -0.062 -1.286 -0.2186 -0.4495 0.5457
C -0.027 1.091 -2.095 0.9007 0.7260 -0.4640
H -0.733 -3.416 1.582 0.3911 -1.1223 -0.7219
H -1.864 -2.980 0.154 -0.3484 0.6742 0.7535
H 1.069 -2.447 0.167 0.3767 0.9518 0.7974
H -1.380 -0.662 -0.663 -0.1192 0.1150 0.7143
H 1.510 -0.330 -1.371 0.2421 0.1259 0.0770
H -0.209 1.993 -1.511 -0.3458 -0.1491 0.3112
H -0.888 0.896 -2.731 -0.1628 -0.2068 0.2476
H 0.781 1.408 -2.759 -0.0545 -0.1232 -0.1989
H -0.119 2.034 1.078 -0.0397 0.0854 0.0857
H -1.511 2.077 1.660 -0.0812 0.0648 -0.0423
O -0.978 2.474 0.965 0.0807 -0.1150 0.0341
H 2.288 1.520 1.802 -0.1458 -0.0236 0.0351
H 1.638 0.658 0.713 -0.1509 -0.0438 0.1922
O 1.477 1.043 1.588 0.3032 0.0574 -0.2205
```
Forces are in eV/Å.

Values from the calculation:
* energy: -9472.54733 eV
* HOMO-LUMO gap: 0.3216 hartree
* relative energy (zero: lowest compared OMol25 entry of this formula, charge and spin): 2.588 eV
* HOMO: -8.28 eV
* charge: 0

These are the Löwdin partial charges, in e, on atoms 1 to 4: 0.002 -0.190 -0.149 -0.181